Entry from the Open Molecules 2025 dataset: a 4-piece molecular cluster, C27H46BN6O11 overall in a non-equilibrium geometry (the ωB97M-V functional and the def2-TZVPD basis).

Properties
Net charge = +1

Last column: Mulliken charge in e.
Element x y z (Å)
N1 -2.5787 5.3750 -1.5797  -0.55
C1 -1.8397 4.2395 -2.2475  0.93
N2 -1.8958 4.5826 -3.7268  -0.70
N3 -0.4027 4.1786 -1.8792  -0.57
C2 -2.6509 2.8608 -2.0643  -1.40
C3 -2.1668 1.9396 -0.8538  1.17
C4 -2.1301 0.3979 -0.8341  0.20
C5 -2.6453 -0.3295 -2.1901  -1.07
C6 -1.5626 -0.2474 -3.3624  -0.29
C7 -0.4642 -1.4060 -3.3153  0.32
O1 -0.6157 -2.3949 -2.5580  -0.55
N4 0.7163 -1.2935 -4.1953  -0.35
C8 1.9356 -1.3314 -3.3527  0.33
C9 2.5947 0.0188 -2.9225  -0.37
C10 3.8724 -0.0674 -2.0335  -0.56
C11 4.4102 -1.4541 -1.6281  -0.49
C12 3.7528 -2.8067 -2.0568  -0.30
C13 2.4932 -2.7240 -2.9607  -0.27
N5 -1.7146 -0.4822 0.1902  0.64
N6 -1.3124 -0.0097 1.3634  -0.93
C14 -1.3262 1.3733 1.5159  0.42
O2 -0.9265 1.8227 2.8296  -0.28
B1 0.4742 2.1640 2.8449  0.42
O3 0.8400 3.2654 3.7170  -0.45
O4 1.5120 1.4962 2.1005  -0.51
C15 -1.6902 2.5245 0.5420  -0.12
O5 -1.6224 3.9035 0.8207  -0.56
H1 -3.1420 5.8389 -2.3120  0.36
H2 -3.2584 4.9951 -0.8943  0.21
H3 -2.7544 4.1825 -4.1335  0.25
H4 -1.0487 4.2612 -4.2096  0.27
H5 -0.0307 5.1203 -2.1279  0.38
H6 0.0917 3.5378 -2.5344  0.19
H7 -3.7604 3.0721 -1.9056  0.33
H8 -2.5265 2.2761 -3.0538  0.22
H9 -2.8721 -1.4237 -1.9419  0.28
H10 -3.6366 0.1667 -2.4776  0.52
H11 -1.0007 0.7517 -3.3805  0.21
H12 -2.1324 -0.3684 -4.3580  0.36
H13 0.6885 -0.4026 -4.7140  0.40
H14 2.1418 1.0063 -3.2731  0.22
H15 4.3416 0.9188 -1.7028  0.33
H16 5.3381 -1.5326 -0.9706  0.34
H17 4.1611 -3.8355 -1.7316  0.46
H18 1.9805 -3.6930 -3.2979  0.34
H19 -1.7376 -1.5130 0.0532  0.22
H20 1.7981 3.2006 3.9218  0.31
H21 1.8258 2.1734 1.4520  0.33
H22 -2.5477 4.2228 0.9218  0.39
O6 -3.0051 8.3526 5.6716  -0.57
C16 -2.6815 7.1986 5.8306  0.70
O7 -2.3442 6.4391 4.7705  -0.34
C17 -1.7371 5.1417 4.8679  -0.17
C18 -2.7897 4.0579 4.9802  -0.83
C19 -2.7416 6.5590 7.1892  -0.88
H23 -1.0095 5.1045 5.6810  0.31
H24 -1.1729 4.9989 3.9435  0.10
H25 -3.3793 4.1650 5.8929  0.34
H26 -2.3246 3.0696 4.9829  0.23
H27 -3.4888 4.1159 4.1416  0.25
H28 -3.7245 6.1076 7.3343  0.25
H29 -2.5948 7.3359 7.9427  0.31
H30 -1.9580 5.8221 7.3558  0.30
O8 -4.8873 -1.8304 1.4837  -0.57
C20 -4.5728 -2.9920 1.6287  0.82
O9 -4.2464 -3.7407 0.5592  -0.36
C21 -3.6499 -5.0471 0.6392  -0.34
C22 -4.7107 -6.1231 0.7426  -1.04
C23 -4.6336 -3.6465 2.9794  -1.09
H31 -2.9198 -5.0998 1.4497  0.34
H32 -3.0897 -5.1832 -0.2890  0.34
H33 -5.2961 -6.0220 1.6586  0.28
H34 -4.2538 -7.1150 0.7320  0.37
H35 -5.4116 -6.0497 -0.0926  0.31
H36 -5.6200 -4.0907 3.1227  0.29
H37 -4.4772 -2.8799 3.7415  0.32
H38 -3.8563 -4.3922 3.1343  0.36
O10 5.0491 -5.5131 -2.1683  -0.66
C24 6.2556 -5.5146 -2.2955  0.84
O11 7.0457 -5.3310 -1.2253  -0.35
C25 8.4678 -5.5361 -1.2276  -0.39
C26 9.1971 -4.2796 -1.6565  -0.96
C27 6.8889 -5.6215 -3.6530  -1.05
H39 8.7412 -6.4049 -1.8298  0.37
H40 8.7420 -5.7767 -0.1979  0.31
H41 8.9486 -4.0026 -2.6830  0.27
H42 10.2779 -4.4206 -1.5884  0.36
H43 8.9115 -3.4369 -1.0217  0.28
H44 7.0342 -4.6213 -4.0647  0.26
H45 6.2127 -6.1778 -4.3061  0.33
H46 7.8285 -6.1703 -3.6501  0.34

=====

Entry from the Open Molecules 2025 dataset: one molecule with the formula C23H22N2O5 in a non-equilibrium geometry (the ωB97M-V functional and the def2-TZVPD basis).

Properties
Structure (SMILES) = Cc1ccc(C(=O)C2=C(O)C(=O)N(Cc3ccco3)[C@@H]2c2ccc(N(C)C)cc2)o1
Energy above the lowest of the compared OMol25 structures with the same formula, charge and spin = 52.0 kcal per mole

Last column: Mulliken charge in e.
Element x y z (Å)
C1 -4.0319 -3.6224 -2.1577  -1.24
C2 -4.2713 -2.2767 -1.5767  0.47
C3 -5.3832 -1.7322 -0.9853  -0.56
C4 -5.0312 -0.4226 -0.6168  -0.77
C5 -3.7256 -0.2466 -1.0201  0.17
C6 -2.8631 0.9182 -0.8761  0.40
O1 -3.1592 1.8508 -0.1451  -0.68
C7 -1.6171 0.9160 -1.6505  -1.21
C8 -1.3005 0.3604 -2.8374  1.35
O2 -1.9926 -0.3838 -3.7019  -0.62
C9 0.0858 0.7563 -3.2105  0.81
O3 0.6482 0.4081 -4.2352  -0.75
N1 0.5308 1.5675 -2.2358  0.16
C10 1.8655 2.1192 -2.1882  -1.28
C11 2.7785 1.3267 -1.3072  0.66
C12 3.3269 0.0880 -1.4663  -0.46
C13 4.0719 -0.1664 -0.2898  -0.52
C14 3.9197 0.9356 0.4920  -0.58
O4 3.1418 1.8444 -0.1151  -0.33
C15 -0.4314 1.7132 -1.1588  -0.42
C16 0.1061 1.1837 0.1484  0.20
C17 0.2629 2.0067 1.2521  -1.00
C18 0.8133 1.5280 2.4227  -0.33
C19 1.2358 0.1965 2.5307  0.76
N2 1.8106 -0.2856 3.6775  0.22
C20 2.5650 -1.5143 3.6606  -1.11
C21 1.8152 0.4893 4.8916  -1.26
C22 1.0451 -0.6349 1.4165  -0.81
C23 0.4905 -0.1470 0.2545  -0.34
O5 -3.2732 -1.3855 -1.5952  -0.17
H1 -4.9381 -4.2175 -2.1009  0.35
H2 -3.7246 -3.5293 -3.1983  0.28
H3 -3.2339 -4.1313 -1.6183  0.28
H4 -6.3277 -2.2143 -0.8359  0.47
H5 -5.6399 0.3115 -0.1306  0.56
H6 -1.4018 -0.5367 -4.4636  0.34
H7 1.8152 3.1468 -1.8181  0.31
H8 2.2395 2.1082 -3.2166  0.51
H9 3.2114 -0.5542 -2.3150  0.59
H10 4.6416 -1.0450 -0.0660  0.49
H11 4.3029 1.1882 1.4605  0.55
H12 -0.7067 2.7679 -1.0344  0.49
H13 -0.0418 3.0414 1.1956  0.41
H14 0.9374 2.2093 3.2484  0.46
H15 1.9136 -2.3930 3.7331  0.28
H16 3.2524 -1.5278 4.5046  0.42
H17 3.1539 -1.5897 2.7439  0.34
H18 2.0099 -0.1699 5.7361  0.41
H19 2.5805 1.2760 4.8816  0.33
H20 0.8400 0.9524 5.0472  0.41
H21 1.3226 -1.6752 1.4604  0.44
H22 0.3600 -0.8082 -0.5909  0.51

=====

Entry from the Open Molecules 2025 dataset: a 2-piece molecular cluster, CH2F2N2 overall in a non-equilibrium geometry (the ωB97M-V functional and the def2-TZVPD basis).

Properties
Structure (SMILES) = N=C=NF.F
Energy above the lowest of the compared OMol25 structures with the same formula, charge and spin = 64.0 kcal per mole

Last column: Mulliken charge in e.
Element x y z (Å)
N1 -0.5414 -0.6499 -0.8765  -0.57
C1 -0.0721 0.4206 -0.4905  0.58
N2 0.7710 1.2426 -0.2952  -0.14
F1 0.6200 2.4508 0.4140  -0.12
H1 -0.8136 -0.8094 -1.9020  0.28
F2 0.1977 -1.2124 2.0199  -0.44
H2 -0.1615 -1.4423 1.1302  0.40

=====

Entry from the Open Molecules 2025 dataset: C4H18CdF12N2O17S4 as an isolated structure in a non-equilibrium geometry (the ωB97M-V functional and the def2-TZVPD basis).

Last column: Mulliken charge in e.
Element x y z (Å)
Cd1 -0.0868 -0.0744 -0.0752  1.92
C1 -3.4575 -1.5307 -2.2606  0.76
F1 -2.8851 -0.7630 -3.1283  -0.19
F2 -4.7309 -1.7259 -2.5798  -0.20
F3 -2.7239 -2.6664 -2.2361  -0.22
S1 -3.3156 -0.7310 -0.5247  0.84
O1 -4.6652 -0.2543 -0.2097  -0.56
O2 -2.9715 -1.7813 0.4160  -0.83
N1 -1.9067 0.4455 -0.6949  -0.04
S2 -2.6211 1.6886 -1.4287  0.60
O3 -1.7618 2.5249 -2.2748  -0.59
O4 -3.9386 1.4509 -2.1063  -0.55
C2 -2.9875 2.7960 0.1317  0.74
F4 -3.6700 2.0318 0.9635  -0.24
F5 -1.8857 3.2147 0.7160  -0.23
F6 -3.6689 3.8248 -0.2173  -0.21
C3 2.9129 2.2505 1.3922  0.60
F7 1.8831 2.3762 2.2681  -0.21
F8 3.7181 3.2354 1.5854  -0.21
F9 3.6035 1.1104 1.6833  -0.21
S3 2.2325 2.2889 -0.4222  0.62
O5 1.0275 3.1476 -0.4568  -0.46
O6 3.3966 2.7195 -1.2136  -0.53
N2 1.6695 0.6168 -0.6572  -0.41
S4 2.8601 -0.1035 -1.4417  0.50
O7 4.2497 0.1986 -1.0967  -0.56
O8 2.6496 -1.5309 -1.4604  -0.61
C4 2.6145 0.4186 -3.2735  0.74
F10 3.2788 1.5521 -3.5116  -0.18
F11 3.1565 -0.5839 -4.0592  -0.24
F12 1.3161 0.5098 -3.5449  -0.18
O9 3.3706 -1.6074 1.8032  -0.51
H1 3.5941 -2.4009 2.2898  0.22
H2 4.1809 -1.0980 1.7897  0.25
O10 -0.2699 -4.3261 0.1430  -0.62
H3 -1.2072 -4.4847 0.2547  0.32
H4 0.0857 -4.3539 1.0313  0.23
O11 0.5441 -1.5874 1.2954  -0.64
H5 1.5009 -1.6041 1.2749  0.25
H6 0.2957 -2.4545 1.6157  0.10
O12 -4.5701 -2.6549 2.5468  -0.66
H7 -4.1898 -2.0629 1.8979  0.42
H8 -4.5318 -2.1662 3.3690  0.27
O13 0.9866 0.2193 4.0584  -0.59
H9 0.9728 0.9140 4.7168  0.26
H10 1.8520 -0.1796 4.1484  0.29
O14 -0.2827 1.1277 1.7779  -0.30
H11 -0.0781 2.0623 1.7463  0.15
H12 0.0669 0.8338 2.6191  0.25
O15 0.9635 -2.3816 -3.6941  -0.64
H13 1.3969 -2.3308 -4.5461  0.26
H14 1.4790 -3.0192 -3.2002  0.28
O16 0.0225 4.1582 2.3708  -0.52
H15 0.9649 4.1130 2.5326  0.27
H16 -0.1314 5.0635 2.1007  0.28
O17 -0.1608 -1.8024 -1.2302  0.53
H17 0.1714 -1.9550 -2.1149  0.02
H18 -0.3188 -2.6787 -0.8788  0.15

=====

Number 1: DFT total energy -2237.0853 hartree, E_LUMO -0.165 Ha. Number 2: DFT total energy -1375.3394 hartree, E_LUMO 0.001 Ha. Number 3: DFT total energy -348.4145 hartree, E_LUMO -0.020 Ha. Number 4: DFT total energy -4510.5699 hartree, E_LUMO -0.027 Ha.